A cluster of 16 separate species, C80H208N16O24 in total in a non-equilibrium geometry, computed with wB97M-V/def2-TZVPD.

Each line ends with the Löwdin charge.
Positions of all 328 atoms, in Å:
C: -4.98934 -8.58548 0.03730  -0.051
C: -3.49597 -8.44972 -0.10248  -0.446
C: -2.96772 -7.05122 0.28810  -0.200
O: -3.39800 -6.09312 -0.64113  -0.161
C: -3.21960 -4.81163 -0.15221  -0.129
N: -2.87406 -9.44763 0.67784  0.051
H: -5.43174 -9.34370 -0.56975  0.067
H: -5.39595 -7.62677 -0.30353  0.078
H: -5.40499 -8.63865 1.02376  0.070
H: -3.18807 -8.59485 -1.13715  0.145
H: -1.83449 -7.09087 0.34203  0.139
H: -3.36680 -6.82298 1.29935  0.114
H: -3.63237 -4.06660 -0.79812  0.069
H: -2.19023 -4.60582 0.03552  0.053
H: -3.76994 -4.73578 0.81422  0.083
H: -2.97682 -9.34969 1.65633  0.043
H: -1.89702 -9.36538 0.59187  0.051
C: 0.00352 -1.68312 1.74192  -0.049
C: -1.21193 -0.91800 1.26585  -0.426
C: -0.78371 0.15682 0.27387  -0.189
O: 0.08381 1.09133 0.93209  -0.192
C: 0.58595 1.92514 -0.11539  -0.087
N: -2.26872 -1.74228 0.75730  0.094
H: 0.78349 -1.01110 2.11441  0.062
H: 0.48427 -2.27859 0.96843  0.065
H: -0.13769 -2.27750 2.61915  0.062
H: -1.61133 -0.37320 2.15804  0.133
H: -1.67120 0.70571 -0.06630  0.108
H: -0.35371 -0.29405 -0.61330  0.111
H: -0.26435 2.37995 -0.67131  0.077
H: 1.13555 1.28711 -0.80085  0.072
H: 1.17470 2.72131 0.36092  0.079
H: -3.12898 -1.20048 0.60984  0.067
H: -2.04318 -2.05113 -0.16949  0.039
C: -4.33261 0.48292 -1.58537  -0.054
C: -5.82003 0.80106 -1.60321  -0.450
C: -6.39435 0.40932 -0.23341  -0.168
O: -5.97923 -0.94711 0.10677  -0.201
C: -6.80965 -1.90232 -0.51865  -0.123
N: -6.00445 2.19167 -1.94791  0.053
H: -3.97899 1.15500 -0.77705  0.071
H: -3.86461 0.79233 -2.54450  0.084
H: -4.11964 -0.57345 -1.43974  0.061
H: -6.35465 0.18061 -2.32044  0.131
H: -7.45955 0.46406 -0.17822  0.108
H: -6.02942 1.11196 0.49597  0.091
H: -6.56087 -2.16651 -1.57336  0.096
H: -7.88436 -1.65174 -0.44295  0.084
H: -6.60410 -2.81861 0.03780  0.067
H: -6.94964 2.54051 -1.95358  0.063
H: -5.57713 2.76525 -1.19901  0.068
C: -3.39732 2.03689 2.12997  -0.050
C: -4.38325 2.61983 3.08801  -0.431
C: -3.79269 3.90169 3.75543  -0.196
O: -2.73797 3.54090 4.62039  -0.191
C: -1.83650 4.57588 5.00362  -0.085
N: -5.62996 2.87584 2.41851  0.049
H: -3.53833 1.03634 1.76800  0.061
H: -2.45747 2.11699 2.71833  0.077
H: -3.35484 2.67444 1.23728  0.075
H: -4.60370 1.91899 3.89497  0.145
H: -4.64098 4.36121 4.28886  0.122
H: -3.51017 4.65967 3.02898  0.103
H: -1.55167 5.27239 4.15863  0.089
H: -0.98728 4.17658 5.52583  0.057
H: -2.39405 5.21624 5.65470  0.076
H: -6.37147 3.10652 3.05517  0.070
H: -5.51052 3.65848 1.77118  0.045
C: 2.40843 1.30561 7.43446  -0.049
C: 2.52021 2.47222 6.43849  -0.452
C: 1.22127 2.50844 5.59497  -0.201
O: 1.17968 1.29149 4.84457  -0.212
C: -0.09154 1.05142 4.41955  -0.127
N: 2.64058 3.76802 7.07149  0.032
H: 1.57008 1.49268 8.13204  0.087
H: 3.33527 1.04636 8.00021  0.090
H: 2.07247 0.43451 6.85054  0.055
H: 3.40863 2.32151 5.82181  0.118
H: 1.11541 3.40760 4.91791  0.126
H: 0.39755 2.59470 6.33885  0.126
H: -0.02871 0.41565 3.51022  0.070
H: -0.61540 1.98404 4.11949  0.076
H: -0.64523 0.54630 5.26300  0.108
H: 3.29643 3.69429 7.83258  0.068
H: 2.97382 4.43533 6.35711  0.081
C: -2.50453 -3.14454 -3.57452  -0.025
C: -1.62215 -1.91983 -3.16733  -0.423
C: -0.15587 -2.28258 -2.79758  -0.192
O: -0.10158 -3.16141 -1.70407  -0.195
C: 0.99554 -4.05338 -1.68401  -0.078
N: -1.65530 -0.94303 -4.19910  0.065
H: -2.06156 -3.73047 -4.36712  0.068
H: -3.51453 -2.79130 -3.91349  0.086
H: -2.67928 -3.81885 -2.71407  0.056
H: -2.07490 -1.46754 -2.27104  0.097
H: 0.38156 -1.34463 -2.53390  0.113
H: 0.35378 -2.61802 -3.73543  0.131
H: 0.90413 -4.69580 -2.54904  0.087
H: 1.04390 -4.65011 -0.77052  0.085
H: 1.95536 -3.53193 -1.77713  0.074
H: -0.98478 -0.22227 -4.08014  0.044
H: -2.54557 -0.61820 -4.44143  0.059
C: 0.19965 -9.11972 3.45979  -0.066
C: 1.39562 -8.31421 2.99867  -0.424
C: 1.09928 -6.78856 3.08269  -0.185
O: -0.04841 -6.52316 2.26109  -0.210
C: -0.37756 -5.13228 2.29068  -0.096
N: 2.48106 -8.69929 3.88378  0.030
H: -0.70314 -8.78011 2.94113  0.051
H: 0.05826 -8.95747 4.54382  0.088
H: 0.30541 -10.21276 3.28604  0.090
H: 1.71897 -8.52020 1.98247  0.140
H: 2.01781 -6.19724 2.80944  0.118
H: 0.80887 -6.46263 4.08938  0.124
H: -1.19337 -5.02365 1.58790  0.052
H: 0.42888 -4.42730 1.99413  0.077
H: -0.84493 -4.80163 3.22814  0.073
H: 2.36357 -8.53563 4.87472  0.075
H: 3.32287 -8.24304 3.67650  0.042
C: -1.20000 -3.39757 6.09442  -0.066
C: 0.04519 -2.88489 6.74066  -0.438
C: 1.24721 -2.53797 5.83116  -0.232
O: 1.52400 -3.62467 5.03121  -0.175
C: 2.77035 -3.45177 4.35205  -0.083
N: -0.21564 -1.75670 7.58240  0.052
H: -1.02925 -4.20650 5.37515  0.057
H: -1.73090 -2.64511 5.52475  0.072
H: -2.03222 -3.73243 6.72853  0.086
H: 0.38939 -3.72389 7.37587  0.143
H: 2.11370 -2.19446 6.44816  0.129
H: 0.98848 -1.60923 5.21337  0.133
H: 2.87664 -2.43964 3.93139  0.074
H: 2.81746 -4.10613 3.47500  0.064
H: 3.67979 -3.60631 4.92776  0.082
H: -0.87526 -1.07518 7.31245  0.053
H: 0.58166 -1.30430 7.96877  0.053
C: -0.65304 4.48797 1.59088  -0.117
O: 0.42168 4.99491 0.85385  -0.189
C: 1.04997 6.07022 1.48893  -0.250
C: 0.26291 7.32663 1.58507  -0.208
N: 0.27293 7.97595 0.26166  -0.053
C: -0.43375 9.24902 0.28077  -0.228
C: -0.87560 9.68048 -1.09787  -0.224
O: -1.78523 8.73890 -1.65104  -0.225
C: -2.11056 8.96533 -3.01815  -0.100
H: -1.03774 3.63875 1.03640  0.065
H: -1.52643 5.14234 1.78677  0.076
H: -0.27864 4.06014 2.53064  0.087
H: 1.94722 6.17323 0.89582  0.121
H: 1.26615 5.72741 2.51295  0.118
H: 0.70133 8.02342 2.33027  0.133
H: -0.79532 7.16019 1.94405  0.121
H: -0.26437 7.42252 -0.41520  0.100
H: 0.23408 9.97678 0.77133  0.124
H: -1.27005 9.21936 0.98720  0.112
H: -0.06101 9.92261 -1.81729  0.134
H: -1.43850 10.62552 -1.02105  0.122
H: -1.35492 8.56996 -3.72861  0.094
H: -2.22046 10.03608 -3.22694  0.086
H: -3.05893 8.45157 -3.19047  0.083
C: -3.32787 -7.08756 4.01876  -0.097
O: -4.38935 -6.28712 3.54505  -0.203
C: -4.51327 -5.04715 4.20268  -0.244
C: -5.34181 -4.13849 3.40375  -0.201
N: -6.69776 -4.62073 3.49289  -0.050
C: -7.62145 -3.96721 2.66509  -0.245
C: -9.06968 -4.28775 3.01440  -0.229
O: -10.05149 -3.57645 2.28598  -0.205
C: -10.19219 -3.82626 0.85013  -0.078
H: -3.42907 -7.17866 5.08941  0.086
H: -2.29911 -6.72035 3.79207  0.085
H: -3.39974 -8.06536 3.52510  0.080
H: -3.53817 -4.68583 4.29048  0.087
H: -4.87876 -5.23872 5.23140  0.143
H: -4.95677 -4.18983 2.36888  0.111
H: -5.18837 -3.11700 3.80247  0.141
H: -6.65599 -5.60474 3.35667  0.108
H: -7.50102 -4.03373 1.61297  0.082
H: -7.51052 -2.87290 2.87869  0.145
H: -9.21557 -3.88954 4.01914  0.120
H: -9.29530 -5.36196 3.10811  0.124
H: -9.41956 -3.24717 0.29913  0.060
H: -11.22975 -3.49061 0.61941  0.092
H: -10.07473 -4.89895 0.56353  0.093
C: 3.16400 -3.94964 -5.62009  -0.091
O: 4.04904 -4.12062 -4.49005  -0.247
C: 4.35931 -5.51738 -4.26849  -0.207
C: 5.23738 -5.47878 -3.01174  -0.217
N: 4.44848 -5.11582 -1.84664  -0.064
C: 5.19308 -5.11075 -0.61883  -0.218
C: 4.39548 -4.37034 0.44832  -0.166
O: 4.27318 -2.96766 0.01681  -0.231
C: 3.50148 -2.25610 1.00101  -0.092
H: 2.81436 -2.89473 -5.68242  0.073
H: 2.31577 -4.60788 -5.48243  0.079
H: 3.75797 -4.26268 -6.49510  0.090
H: 4.84062 -5.93903 -5.20133  0.134
H: 3.46729 -6.11955 -4.04303  0.119
H: 6.04811 -4.72465 -3.22851  0.122
H: 5.72377 -6.48573 -2.84751  0.135
H: 4.10015 -4.17320 -2.01173  0.085
H: 6.18883 -4.71052 -0.78611  0.115
H: 5.30938 -6.16548 -0.27171  0.130
H: 4.91032 -4.23705 1.37751  0.108
H: 3.36207 -4.77703 0.55686  0.122
H: 2.60483 -2.79554 1.28195  0.060
H: 3.20715 -1.29051 0.62153  0.074
H: 4.07684 -2.03351 1.88572  0.058
C: 1.58358 5.61853 -3.12191  -0.139
O: 2.23989 4.42513 -3.07755  -0.195
C: 3.60914 4.47112 -2.78534  -0.198
C: 4.51192 4.18204 -4.05507  -0.187
N: 4.37709 5.11207 -5.20654  -0.031
C: 5.13898 6.40510 -4.92914  -0.196
C: 5.20739 7.26642 -6.19943  -0.245
O: 3.90225 7.75958 -6.59466  -0.223
C: 4.09356 8.83336 -7.58625  -0.087
H: 0.54544 5.36437 -3.37167  0.087
H: 1.94726 6.34779 -3.82629  0.076
H: 1.46863 6.13427 -2.12239  0.099
H: 3.73860 3.71750 -2.02151  0.095
H: 3.94670 5.46606 -2.43677  0.122
H: 4.35982 3.15434 -4.40349  0.096
H: 5.57099 4.32999 -3.75856  0.108
H: 3.40188 5.42148 -5.19124  0.083
H: 6.17703 6.17765 -4.67923  0.109
H: 4.75839 7.06456 -4.12311  0.117
H: 5.61982 6.74018 -7.07512  0.121
H: 5.94255 8.07024 -5.95444  0.118
H: 3.06217 9.17003 -7.85179  0.092
H: 4.56881 8.38850 -8.49834  0.091
H: 4.72399 9.60600 -7.10960  0.083
C: 6.39374 2.29704 -0.87990  -0.083
O: 6.23135 1.02714 -1.51647  -0.195
C: 4.85142 0.72053 -1.65087  -0.195
C: 4.70223 -0.80599 -2.02704  -0.153
N: 4.71979 -0.91120 -3.53830  -0.023
C: 6.05271 -0.68289 -4.20685  -0.175
C: 7.26448 -1.23303 -3.48151  -0.193
O: 8.42870 -0.99413 -4.32612  -0.212
C: 8.91945 0.33103 -4.32949  -0.119
H: 7.41585 2.60618 -0.97645  0.080
H: 6.12417 2.24915 0.19319  0.082
H: 5.77519 3.09847 -1.26791  0.063
H: 4.32923 1.33999 -2.36059  0.094
H: 4.37979 0.90998 -0.67775  0.094
H: 3.74421 -1.18231 -1.67908  0.090
H: 5.45125 -1.33678 -1.46641  0.095
H: 4.42777 -1.86033 -3.71394  0.059
H: 6.20071 0.34908 -4.48047  0.096
H: 6.02240 -1.17134 -5.19348  0.124
H: 7.30331 -2.33302 -3.36032  0.125
H: 7.41018 -0.75813 -2.50483  0.100
H: 8.36241 1.01312 -4.99954  0.082
H: 9.93335 0.18089 -4.70473  0.089
H: 8.82131 0.76825 -3.33553  0.081
C: -8.09053 9.05374 0.10925  -0.146
O: -7.79521 7.70754 0.28096  -0.204
C: -7.36360 7.03158 -0.92579  -0.194
C: -6.81566 5.64329 -0.52969  -0.227
N: -5.74636 5.55135 0.45021  -0.062
C: -4.51003 6.30257 0.08130  -0.145
C: -3.73132 5.65329 -1.12867  -0.199
O: -3.28040 4.33325 -0.85990  -0.211
C: -2.44310 3.83873 -1.90937  -0.094
H: -8.37097 9.54023 1.05153  0.087
H: -8.94147 9.17308 -0.57714  0.087
H: -7.22891 9.65846 -0.25350  0.092
H: -6.51265 7.59986 -1.39358  0.116
H: -8.22284 6.97577 -1.65032  0.137
H: -6.52762 5.21454 -1.48602  0.096
H: -7.65757 4.99984 -0.22437  0.124
H: -6.10039 5.99194 1.31596  0.118
H: -3.80375 6.31259 0.88983  0.095
H: -4.86041 7.30500 -0.17421  0.101
H: -2.87909 6.28416 -1.42701  0.106
H: -4.44601 5.62158 -1.99388  0.122
H: -2.18099 2.81073 -1.69816  0.064
H: -1.61774 4.51688 -2.11703  0.073
H: -2.93231 3.91003 -2.89740  0.095
C: 1.44010 1.34329 -3.79875  -0.113
O: 0.93790 0.54228 -4.82369  -0.211
C: 1.98284 0.00923 -5.62092  -0.211
C: 1.40674 -0.58945 -6.87286  -0.185
N: 0.59073 -1.78166 -6.61853  -0.057
C: 0.09730 -2.41659 -7.78768  -0.204
C: 1.21587 -3.21314 -8.49625  -0.254
O: 0.82502 -3.72693 -9.69797  -0.151
C: 1.84501 -4.47075 -10.30953  -0.108
H: 1.88241 0.72356 -2.97040  0.084
H: 0.60103 1.83124 -3.32048  0.078
H: 2.16850 2.07685 -4.19620  0.083
H: 2.54313 -0.66133 -4.97952  0.096
H: 2.63050 0.83109 -5.87786  0.115
H: 2.20270 -0.77577 -7.61454  0.120
H: 0.78774 0.18189 -7.30553  0.117
H: -0.18923 -1.54079 -6.04832  0.067
H: -0.26962 -1.66364 -8.48335  0.117
H: -0.74291 -3.00757 -7.48080  0.117
H: 1.58283 -3.94502 -7.79565  0.102
H: 1.97881 -2.43559 -8.65540  0.113
H: 2.76460 -3.93240 -10.30695  0.074
H: 1.60151 -4.60711 -11.33298  0.076
H: 2.06554 -5.44806 -9.85411  0.097
C: 4.80010 4.36263 2.67510  -0.113
O: 4.57043 3.04646 2.26929  -0.214
C: 3.30718 2.58288 2.70134  -0.185
C: 3.25942 1.09898 2.35852  -0.213
N: 3.97485 0.16565 3.11789  -0.045
C: 5.41019 0.24001 3.13723  -0.190
C: 6.12069 -0.87706 3.91821  -0.215
O: 5.47557 -1.11428 5.16346  -0.209
C: 6.18655 -2.08959 5.90469  -0.121
H: 4.80983 4.52649 3.75896  0.088
H: 4.11039 5.05919 2.13269  0.093
H: 5.79449 4.57662 2.32237  0.080
H: 2.57404 3.21014 2.14951  0.124
H: 3.22757 2.76476 3.75413  0.085
H: 3.58192 1.06323 1.30000  0.109
H: 2.20409 0.79945 2.39029  0.101
H: 3.62532 0.09537 4.02660  0.084
H: 5.80994 1.22266 3.49366  0.122
H: 5.68065 0.16997 2.05559  0.132
H: 7.13071 -0.49627 4.03470  0.114
H: 6.15121 -1.85704 3.35563  0.128
H: 7.17107 -1.66069 6.15796  0.087
H: 6.41068 -2.98348 5.31468  0.081
H: 5.62043 -2.29120 6.83738  0.098

Summary:
LUMO level (eV): 0.36
Spin multiplicity: 1
Kohn-Sham gap (eV): 8.76